The following is a DFT calculation (ωB97M-V with the def2-TZVPD basis set) of an isolated molecule of C13H12O3 at a distorted geometry.

Atoms and positions in Å:
C (-1.185, -3.895, 1.035)
C (-0.713, -2.368, 0.925)
O (0.270, -2.006, 1.928)
C (-1.964, -1.319, 0.874)
C (-1.410, -0.053, 0.039)
C (-1.579, 0.071, -1.378)
C (-0.939, 1.358, -2.111)
O (-1.486, 1.916, -3.094)
C (0.447, 1.864, -1.459)
C (1.629, 2.431, -2.270)
C (2.928, 2.839, -1.515)
C (3.103, 2.727, 0.020)
C (1.907, 2.157, 0.838)
C (0.620, 1.738, 0.100)
C (-0.640, 1.096, 0.873)
O (-1.018, 1.476, 2.011)
H (-0.296, -4.543, 0.681)
H (-2.094, -4.152, 0.375)
H (-1.398, -4.237, 2.119)
H (-0.175, -2.262, -0.091)
H (-0.145, -1.955, 2.817)
H (-2.266, -0.977, 1.918)
H (-2.786, -1.861, 0.296)
H (-2.121, -0.762, -1.929)
H (1.544, 2.503, -3.399)
H (3.789, 3.222, -2.174)
H (4.046, 2.992, 0.597)
H (1.931, 1.999, 1.972)

Output
- E_HOMO: -9.26 eV
- Charge: 0
- Molecular weight: 216.24 g/mol
- Gap between HOMO and LUMO: 8.20 eV
- Lowest unoccupied orbital energy: -1.05 eV

---

The following is a DFT calculation (ωB97M-V with the def2-TZVPD basis set) of an isolated molecule of C13H12OSi at a distorted geometry.

Atoms and positions in Å:
C (-1.902, 3.155, -0.092)
C (2.604, -0.968, 0.800)
C (-2.894, 2.291, -0.496)
C (3.624, -0.152, 0.353)
C (-0.627, 2.691, 0.296)
C (1.344, -0.464, 0.964)
C (-2.691, 0.896, -0.445)
C (3.375, 1.195, -0.044)
C (-0.302, 1.295, 0.239)
C (1.036, 0.820, 0.494)
C (-1.441, 0.431, -0.042)
C (2.095, 1.690, 0.082)
C (-1.441, -2.440, -1.668)
O (-1.796, -2.109, 1.265)
Si (-1.130, -1.479, -0.037)
H (-2.063, 4.201, -0.237)
H (2.925, -2.003, 1.014)
H (-3.850, 2.652, -1.011)
H (4.672, -0.548, 0.088)
H (0.206, 3.311, 0.447)
H (0.527, -1.266, 1.070)
H (-3.491, 0.184, -0.736)
H (4.164, 1.845, -0.364)
H (-1.422, -1.662, -2.441)
H (-0.562, -3.064, -1.852)
H (-2.404, -3.064, -1.753)
H (-2.021, -2.952, 1.589)

Output
- E_HOMO (spin up / spin down): -5.98 / -5.67 eV
- Charge: 0
- Molecular weight: 212.32 g/mol
- Gap between HOMO and LUMO (spin up / spin down): 4.54 / 4.06 eV
- Lowest unoccupied orbital energy (spin up / spin down): -1.44 / -1.61 eV

---

The following is a DFT calculation (ωB97M-V with the def2-TZVPD basis set) of a structure of composition C13H13BBeBrCl4CsF8LiN4O13P2 at a distorted geometry.

Atoms and positions in Å:
N (-2.746, -2.412, 7.060)
P (-2.695, -1.085, 6.130)
O (-4.324, -0.813, 5.606)
O (-2.088, 0.160, 7.127)
C (-1.635, -1.409, 4.615)
C (-0.653, -0.360, 4.086)
N (0.243, -0.389, 2.999)
N (0.114, -1.543, 2.365)
Br (1.252, -1.659, 0.842)
C (-0.720, -2.644, 2.600)
C (-1.698, -2.729, 3.789)
C (-2.655, -3.945, 4.151)
O (-3.943, -3.906, 4.119)
O (-2.034, -5.127, 4.567)
H (-3.754, -2.691, 7.093)
H (-4.387, -1.365, 4.776)
H (-2.900, 0.569, 7.546)
H (-0.639, 0.636, 4.684)
H (-0.683, -3.543, 1.880)
Be (0.490, 0.869, 0.198)
C (-2.421, -0.174, -2.282)
Cl (-1.073, -0.957, -3.127)
Cl (-1.832, 0.995, -1.091)
H (-3.042, 0.345, -3.012)
H (-3.010, -0.936, -1.770)
Cl (-1.737, 1.508, -4.140)
B (2.234, 3.109, -7.977)
O (2.408, 3.896, -6.741)
C (1.216, 4.004, -6.169)
O (1.006, 4.592, -5.133)
C (0.215, 3.305, -6.984)
O (-0.969, 3.215, -6.737)
O (0.796, 2.775, -8.048)
F (3.014, 1.909, -7.910)
F (2.615, 3.884, -9.113)
N (0.011, 2.757, 7.287)
C (0.902, 3.745, 7.093)
C (2.183, 3.742, 7.622)
C (2.570, 2.661, 8.399)
C (1.669, 1.627, 8.617)
C (0.413, 1.723, 8.041)
H (0.551, 4.569, 6.481)
H (2.860, 4.565, 7.430)
H (3.564, 2.623, 8.832)
H (1.937, 0.768, 9.220)
H (-0.327, 0.939, 8.178)
F (2.891, 2.270, -11.561)
P (4.177, 2.927, -12.251)
F (5.249, 2.669, -13.415)
F (4.989, 1.630, -11.776)
F (4.362, 4.494, -12.536)
F (3.057, 2.936, -13.397)
F (4.520, 3.562, -10.824)
Cs (-0.478, -3.414, -3.438)
Li (-1.725, -1.053, 8.885)
O (-4.520, -1.018, -4.797)
H (-4.222, -0.153, -4.520)
O (0.461, -9.007, 0.641)
Cl (0.280, -8.534, -0.714)
O (-1.052, -8.867, -1.172)
O (1.260, -9.154, -1.580)
O (0.453, -7.093, -0.748)

Output
- E_HOMO: -6.32 eV
- Charge: -1
- Molecular weight: 1028.58 g/mol
- Gap between HOMO and LUMO: 1.52 eV
- Lowest unoccupied orbital energy: -4.80 eV

---

The following is a DFT calculation (ωB97M-V with the def2-TZVPD basis set) of a structure of composition C13H13ClIrN2O2 at a distorted geometry.

Atoms and positions in Å:
Cl (-1.350, -2.095, -0.441)
C (1.649, -2.420, -2.454)
C (2.286, -1.346, -1.715)
C (1.441, -0.120, -1.968)
H (3.350, -1.280, -1.486)
C (0.358, -0.548, -2.832)
C (0.527, -1.921, -3.116)
H (-0.137, -2.476, -3.779)
H (2.037, -3.435, -2.509)
H (1.810, 0.907, -1.906)
C (-0.720, 0.315, -3.342)
Ir (1.200, -0.873, -0.031)
C (2.618, 0.075, 0.687)
C (1.154, -2.444, 1.046)
O (3.504, 0.669, 1.142)
O (1.147, -3.367, 1.740)
H (-0.613, 1.326, -2.940)
H (-1.703, -0.077, -3.052)
H (-0.692, 0.370, -4.437)
N (-2.597, 2.593, 3.613)
C (-1.792, 1.839, 2.825)
C (-0.774, 1.042, 3.385)
C (0.036, 0.287, 2.545)
N (-0.134, 0.287, 1.208)
C (-1.116, 1.030, 0.656)
C (-1.950, 1.823, 1.420)
H (-2.490, 2.611, 4.615)
H (-3.332, 3.171, 3.217)
H (-0.606, 1.016, 4.459)
H (0.847, -0.330, 2.945)
H (-1.234, 0.951, -0.429)
H (-2.722, 2.421, 0.936)

Output
- E_HOMO (spin up / spin down): -13.40 / -15.60 eV
- Charge: +2
- Molecular weight: 456.93 g/mol
- 2S+1: 6
- Gap between HOMO and LUMO (spin up / spin down): 6.33 / 4.21 eV
- Lowest unoccupied orbital energy (spin up / spin down): -7.07 / -11.39 eV
- ⟨S²⟩: 8.82

---

The following is a DFT calculation (ωB97M-V with the def2-TZVPD basis set) of an isolated molecule of C13H13ClN6OS at a distorted geometry.

Atoms and positions in Å:
C (5.814, 0.530, 0.589)
N (4.389, 0.953, 0.674)
C (4.061, 1.904, 1.702)
C (3.381, 0.085, 0.164)
N (3.819, -1.004, -0.432)
C (2.914, -1.914, -0.619)
N (3.118, -3.197, -0.938)
N (1.674, -1.779, -0.599)
C (1.261, -0.602, -0.199)
C (-0.214, -0.423, -0.222)
S (-0.562, 1.168, -1.006)
C (-2.291, 1.107, -0.831)
N (-3.252, 1.310, -1.820)
C (-4.371, 0.786, -1.257)
C (-5.655, 0.658, -1.715)
C (-6.694, 0.300, -0.879)
Cl (-8.321, 0.282, -1.265)
C (-6.417, -0.109, 0.491)
C (-5.052, -0.056, 0.914)
C (-4.033, 0.491, 0.070)
O (-2.686, 0.524, 0.390)
N (2.089, 0.399, 0.202)
H (5.980, 0.405, -0.453)
H (5.985, -0.428, 1.218)
H (6.410, 1.369, 1.051)
H (3.232, 1.394, 2.242)
H (4.838, 1.865, 2.377)
H (3.793, 2.908, 1.343)
H (2.280, -3.733, -1.123)
H (3.727, -3.685, -0.343)
H (-0.621, -1.237, -0.762)
H (-0.687, -0.433, 0.765)
H (-5.892, 0.972, -2.755)
H (-7.133, -0.333, 1.202)
H (-4.884, -0.476, 1.823)

Output
- E_HOMO: -8.27 eV
- Charge: 0
- Molecular weight: 336.81 g/mol
- Gap between HOMO and LUMO: 8.39 eV
- Lowest unoccupied orbital energy: 0.12 eV

---

The following is a DFT calculation (ωB97M-V with the def2-TZVPD basis set) of an isolated molecule of C13H13F3N2O3 at a distorted geometry.

Atoms and positions in Å:
C (-1.062, -2.789, -1.108)
N (-1.131, -3.507, 0.146)
C (-1.413, -4.916, 0.062)
C (-1.623, -2.717, 1.211)
C (-2.014, -3.430, 2.503)
C (-1.177, -4.359, 3.127)
C (-1.645, -5.064, 4.240)
C (-2.907, -4.781, 4.755)
C (-3.400, -5.512, 5.981)
F (-4.269, -4.747, 6.711)
F (-4.076, -6.663, 5.657)
F (-2.384, -5.872, 6.822)
C (-3.733, -3.842, 4.152)
C (-3.267, -3.143, 3.049)
N (-0.698, -1.635, 1.438)
C (0.699, -1.759, 1.484)
O (1.327, -2.791, 1.280)
C (1.194, -0.389, 1.820)
O (0.013, 0.451, 1.918)
C (-1.103, -0.312, 1.721)
O (-2.248, 0.099, 1.762)
H (-0.756, -3.493, -1.884)
H (-2.038, -2.348, -1.384)
H (-0.329, -1.978, -1.042)
H (-1.410, -5.204, -0.996)
H (-0.628, -5.491, 0.575)
H (-2.379, -5.179, 0.524)
H (-2.515, -2.205, 0.829)
H (-0.173, -4.561, 2.740)
H (-1.015, -5.816, 4.700)
H (-4.726, -3.633, 4.541)
H (-3.874, -2.368, 2.563)
H (1.747, -0.395, 2.768)
H (1.874, -0.016, 1.045)

Output
- E_HOMO: -8.53 eV
- Charge: 0
- Molecular weight: 302.25 g/mol
- Gap between HOMO and LUMO: 9.05 eV
- Lowest unoccupied orbital energy: 0.52 eV

---

The following is a DFT calculation (ωB97M-V with the def2-TZVPD basis set) of a cluster of 2 separate species, C13H13F3N5O6S3 in total at a distorted geometry.

Atoms and positions in Å:
C (-4.188, -0.855, 1.979)
N (-2.800, -0.548, 2.213)
C (-1.918, -1.676, 2.091)
C (-0.508, -1.305, 2.525)
N (-0.113, -0.082, 1.846)
C (1.233, 0.185, 1.671)
S (2.305, -1.097, 1.685)
S (1.715, 1.764, 1.336)
C (-1.001, 1.029, 2.118)
C (-2.348, 0.646, 1.544)
H (-4.780, 0.034, 2.226)
H (-4.400, -1.145, 0.933)
H (-4.481, -1.678, 2.642)
H (-2.314, -2.476, 2.735)
H (-1.867, -2.069, 1.055)
H (-0.523, -1.134, 3.617)
H (0.182, -2.118, 2.255)
H (-1.101, 1.167, 3.210)
H (-0.621, 1.932, 1.619)
H (-2.238, 0.499, 0.447)
H (-3.086, 1.436, 1.736)
O (-1.462, -0.812, -1.496)
S (-0.177, -1.480, -1.565)
O (0.205, -2.451, -0.564)
C (-0.166, -2.406, -3.219)
F (-1.131, -3.342, -3.186)
F (-0.413, -1.543, -4.228)
F (1.029, -3.002, -3.417)
C (1.082, -0.189, -1.646)
C (2.390, -0.404, -1.151)
C (3.220, 0.710, -1.124)
N (4.377, 0.904, -0.369)
O (5.110, 0.149, 0.232)
O (4.523, 2.317, -0.245)
N (3.542, 2.976, -0.929)
C (2.814, 2.000, -1.534)
C (1.562, 2.145, -2.212)
N (1.185, 3.363, -2.886)
O (2.048, 4.227, -3.136)
O (-0.013, 3.496, -3.224)
C (0.683, 1.049, -2.174)
H (2.766, -1.376, -0.831)
H (-0.320, 1.159, -2.580)

Output
- E_HOMO: -4.11 eV
- Charge: -1
- Molecular weight: 488.47 g/mol
- Gap between HOMO and LUMO: 5.04 eV
- Lowest unoccupied orbital energy: 0.93 eV